(1)
Molecular formula: C16H29GeINO2PS3SeTa
Method: DFT, the ωB97M-V functional and the def2-TZVPD basis

Output
Gap between HOMO and LUMO (alpha / beta) in hartree: 0.2485 / 0.2658
Charge: +2
2S+1: 2
Max |F| in eV/A: 2.195
HOMO (alpha / beta) in eV: -14.4 / -14.6
LUMO (alpha / beta) in eV: -7.627 / -7.405

Atoms and positions in Å:
Ta  0.3224  -0.3044  0.4379
C  2.9418  4.4250  -2.5820
C  3.1189  2.9879  -2.1492
O  3.0238  2.9045  -0.6956
P  2.0890  1.9002  0.0400
S  2.6452  -0.0628  -0.1719
S  0.1401  1.9620  -0.4962
O  2.1759  2.2318  1.5722
C  3.4312  2.6243  2.2441
C  3.5370  1.9160  3.5770
H  3.0248  4.4644  -3.6647
H  3.7168  5.0505  -2.1487
H  1.9686  4.8123  -2.2864
H  4.1050  2.6059  -2.4284
H  2.3478  2.3474  -2.5924
H  3.3887  3.7072  2.3732
H  4.2784  2.3791  1.5982
H  2.7170  2.1876  4.2358
H  4.4712  2.2259  4.0396
H  3.5560  0.8332  3.4648
I  0.3128  -0.9258  3.0459
S  -4.4891  0.0983  0.9176
C  -2.8111  0.1869  1.1490
N  -2.0466  -0.2292  0.1636
C  -2.8193  -0.6183  -0.9181
C  -2.3780  -1.0134  -2.1842
C  -3.3108  -1.3752  -3.1337
C  -4.6795  -1.3446  -2.8620
C  -5.1399  -0.9038  -1.6391
C  -4.2059  -0.5373  -0.6782
H  -2.4122  0.5654  2.0751
H  -1.3259  -0.9918  -2.4383
H  -2.9793  -1.6709  -4.1156
H  -5.3836  -1.6430  -3.6233
H  -6.1952  -0.8301  -1.4312
C  2.3577  -1.7128  -3.1358
Ge  2.4586  -3.5513  -2.3818
C  4.3126  -4.2329  -2.4097
C  1.1140  -4.7488  -3.1951
C  1.7366  -3.4740  -0.4656
Se  -0.0222  -2.6476  -0.5882
C  -1.0236  -3.7541  0.6763
H  2.3474  -1.7778  -4.2216
H  3.2328  -1.1358  -2.8509
H  1.4580  -1.1850  -2.8161
H  4.6249  -4.2742  -3.4499
H  4.3801  -5.2349  -1.9976
H  4.9982  -3.5824  -1.8752
H  1.1588  -4.6973  -4.2785
H  0.1068  -4.4747  -2.8722
H  1.3048  -5.7778  -2.9027
H  2.3461  -2.9316  0.2550
H  1.5872  -4.4947  -0.1108
H  -0.9932  -4.7817  0.3118
H  -2.0558  -3.4117  0.7019
H  -0.5814  -3.6977  1.6687

Cartesian forces (eV/Å) of the 6 atoms listed first:
Ta -1.57 -0.38 1.49
C 0.03 -0.23 0.23
C 0.03 0.10 -0.75
O -0.24 -0.20 0.50
P 0.75 0.37 0.52
S -0.29 0.09 -0.12

Mulliken atomic charge list, values in e, 8 entries: 0.63, -1.25, -0.21, -0.32, 1.15, -0.34, -0.33, -0.18

---

(2)
Molecular formula: CdH10O9P
Method: DFT, the ωB97M-V functional and the def2-TZVPD basis

Output
Energy relative to the best compared isomer or geometry (same formula, charge and spin) in kcal/mol: 5.3
Gap between HOMO and LUMO in hartree: 0.1431
Charge: -1
2S+1: 1
Max |F| in eV/A: 3.650
HOMO in eV: -2.2
LUMO in eV: 1.661

Atoms and positions in Å:
Cd  0.3670  0.4020  0.2097
P  -1.2283  -1.3006  1.5469
O  -0.4974  0.0461  2.0246
O  -2.7417  -1.0698  1.5655
O  -0.8738  -2.4585  2.4631
O  -0.6298  -1.4760  0.0695
O  1.0831  0.2416  -1.9159
H  1.9753  -0.0935  -2.0360
H  0.5777  -0.0485  -2.6831
O  2.2533  -0.7538  0.8702
H  2.8755  -0.6246  1.5891
H  2.3328  -1.6772  0.6108
O  1.6534  2.1570  0.7342
H  1.7764  2.8411  0.0693
H  2.3934  2.2564  1.3384
O  -2.0718  -1.0475  -1.9736
H  -2.9525  -1.2131  -1.6277
H  -1.4802  -1.2838  -1.1732
O  -1.2505  1.6875  -0.4110
H  -1.4777  1.9348  -1.3108
H  -2.0844  1.4805  0.0397

Cartesian forces (eV/Å) of the 6 atoms listed first:
Cd 0.16 -0.67 0.32
P -1.93 -1.13 2.88
O -0.13 0.16 0.68
O 0.38 0.58 -1.27
O 0.86 0.11 -0.65
O 0.14 -0.65 -0.63

Mulliken atomic charge list, values in e, 8 entries: 1.21, 0.97, -0.80, -0.83, -0.87, -0.98, -0.57, 0.28

---

(3)
Molecular formula: C21H28N9S3Ta
Method: DFT, the ωB97M-V functional and the def2-TZVPD basis

Output
Energy relative to the best compared isomer or geometry (same formula, charge and spin) in kcal/mol: 20.5
Gap between HOMO and LUMO in hartree: 0.1903
Charge: +2
2S+1: 1
Max |F| in eV/A: 3.762
HOMO in eV: -12.5
LUMO in eV: -7.275

Atoms and positions in Å:
Ta  -0.4095  1.0732  0.1997
N  -1.4065  -0.1634  4.1208
C  -1.3559  -0.0664  2.7897
S  -2.1183  1.3724  2.0641
N  -0.8977  -1.0609  2.0344
N  -1.0719  -0.8545  0.6277
C  -1.6464  -1.8369  -0.0735
C  -2.1310  -3.0846  0.5639
C  -3.3691  -3.5811  0.0872
C  -3.9556  -4.6226  0.7523
C  -3.3337  -5.1658  1.8683
C  -2.0948  -4.7148  2.2799
C  -1.4467  -3.7068  1.5881
C  -1.8532  -1.4632  -1.4224
C  -2.3412  -2.2891  -2.4814
C  -2.6552  -1.6684  -3.6876
C  -2.4253  -0.2797  -3.8065
C  -1.8002  0.4342  -2.8054
N  -1.5418  -0.1175  -1.6132
H  -1.5240  0.6292  4.7587
H  -0.9580  -0.9785  4.5106
H  -3.9112  -3.0839  -0.6840
H  -4.8534  -5.0989  0.2978
H  -3.8138  -5.9185  2.4632
H  -1.6736  -5.1292  3.1771
H  -0.4773  -3.3117  1.9232
H  -2.5276  -3.3566  -2.4025
H  -3.1042  -2.2002  -4.5490
H  -2.5929  0.1484  -4.7930
H  -1.5259  1.4939  -2.9074
C  1.6534  4.3506  -2.5690
C  0.5935  3.4975  -1.8806
S  0.9982  1.8216  -1.6084
C  -0.6366  4.0269  -1.4039
C  -1.0616  5.4541  -1.8159
S  -1.7783  3.0543  -0.4801
H  2.4148  3.6513  -2.9850
H  2.0877  5.1015  -1.8708
H  1.2347  4.9911  -3.3314
H  -1.2482  5.5552  -2.8887
H  -0.3623  6.2489  -1.5562
H  -1.9622  5.6945  -1.2399
C  3.4671  -2.3217  0.4853
N  3.7065  -0.8913  0.3574
C  5.0961  -0.4460  0.2585
C  2.6563  -0.0502  0.5760
N  1.4206  -0.4167  0.2854
N  2.9511  1.2407  1.0256
C  2.1098  2.1287  1.6497
N  2.6964  3.1662  2.2728
N  0.8052  1.8910  1.7439
H  4.4425  -2.8522  0.6083
H  2.9032  -2.7221  -0.4011
H  2.9336  -2.6012  1.4115
H  5.6171  -1.2107  -0.3458
H  5.5937  -0.3739  1.2366
H  5.1168  0.5430  -0.2506
H  1.3246  -1.3828  -0.0433
H  3.9703  1.4101  1.1354
H  3.6228  3.4211  1.9246
H  2.0992  3.9210  2.6126
H  0.3500  2.7012  2.2062

Cartesian forces (eV/Å) of the 6 atoms listed first:
Ta -1.06 -0.78 -0.66
N 0.73 -0.21 0.52
C -0.91 -0.06 -1.67
S 0.75 -0.28 -0.57
N 0.05 0.87 0.49
N -1.43 -2.13 1.58

Mulliken atomic charge list, values in e, 8 entries: 0.28, -0.41, 0.37, -0.32, -1.07, 0.85, 0.26, 0.36

---

(4)
Molecular formula: C4H8
Method: DFT, the ωB97M-V functional and the def2-TZVPD basis

Output
Energy relative to the best compared isomer or geometry (same formula, charge and spin) in kcal/mol: 125.4
Gap between HOMO and LUMO in hartree: 0.3170
2S+1: 1
Max |F| in eV/A: 5.452
HOMO in eV: -8.6
LUMO in eV: -0.021

Atoms and positions in Å:
C  -1.2148  -0.5954  0.6113
C  -1.7784  -0.8758  -0.6937
C  1.7444  0.7526  0.4404
C  -0.8132  -0.0223  -1.2454
H  -0.5427  -1.1682  1.2846
H  -2.6920  -1.5281  -0.8343
H  1.7150  -0.2967  0.0172
H  2.7896  0.9066  0.9533
H  0.9977  0.8141  1.2489
H  -0.6593  0.1345  -2.3981
H  1.5357  1.4595  -0.2616
H  -1.0820  0.4193  0.8775

Cartesian forces (eV/Å) of the 6 atoms listed first:
C 3.01 0.82 -0.90
C 0.73 1.72 -1.37
C 2.32 -2.93 3.30
C -4.57 -2.95 0.43
H -0.74 -0.67 -0.74
H 1.40 0.73 -0.58

Mulliken atomic charge list, values in e, 8 entries: -0.47, -0.11, -0.97, -0.52, 0.26, 0.30, 0.22, 0.26

---

(5)
Molecular formula: C18H29Cl4GeN2O4PdSSi
Method: DFT, the ωB97M-V functional and the def2-TZVPD basis

Output
Energy relative to the best compared isomer or geometry (same formula, charge and spin) in kcal/mol: 29.5
Gap between HOMO and LUMO (alpha / beta) in hartree: 0.3031 / 0.1583
Charge: +2
2S+1: 6
Max |F| in eV/A: 0.807
HOMO (alpha / beta) in eV: -13.8 / -14.1
LUMO (alpha / beta) in eV: -5.572 / -9.828

Atoms and positions in Å:
Pd  0.9979  0.0877  1.8331
C  -3.3188  0.4300  3.9611
Si  -1.5993  -0.4879  4.1840
C  -2.2990  -2.2608  4.3990
C  -0.7468  0.1193  5.6828
O  -0.8736  -0.4022  2.7550
H  -3.8391  0.2528  4.9036
H  -3.8426  0.0145  3.1042
H  -3.0467  1.4776  3.8153
H  -2.8858  -2.2469  5.3186
H  -1.4364  -2.9242  4.5034
H  -2.9154  -2.5373  3.5467
H  -1.3942  -0.0075  6.5541
H  -0.4923  1.1789  5.5971
H  0.1796  -0.4302  5.8701
C  -2.4985  2.3975  -5.6676
C  -1.7391  1.9134  -4.4663
C  -2.3962  1.6395  -3.2641
C  -1.7267  1.1803  -2.1535
C  -2.5153  0.9329  -0.8889
C  -0.3197  0.9902  -2.2447
C  0.4326  0.4674  -1.1504
O  -0.0502  0.0257  -0.0888
C  0.3706  1.2957  -3.4530
C  1.8673  1.1522  -3.6637
C  -0.3607  1.7424  -4.5327
H  -3.5623  2.4934  -5.4632
H  -2.3662  1.7071  -6.5024
H  -2.1188  3.3675  -5.9931
H  -3.4667  1.7987  -3.2019
H  -3.5432  1.2621  -1.0254
H  -2.0852  1.4719  -0.0437
H  -2.5194  -0.1220  -0.6132
H  1.5190  0.4425  -1.2620
H  2.4648  1.0722  -2.7600
H  2.2345  2.0161  -4.2163
H  2.0796  0.2767  -4.2822
H  0.1561  1.9779  -5.4576
Cl  0.7703  2.5883  1.8430
Ge  2.8920  2.4168  2.7009
Cl  2.3482  0.5445  3.9086
Cl  2.9554  3.8723  4.2761
S  1.6360  -2.2988  1.9402
C  0.9626  -2.8187  0.4028
N  -0.1526  -3.5105  0.2888
C  -0.4548  -3.7650  -1.1395
C  0.8259  -3.2474  -1.8365
N  1.5661  -2.6082  -0.7276
H  -0.7839  -3.7038  1.0484
H  -1.3439  -3.2114  -1.4322
H  -0.6203  -4.8249  -1.3067
H  0.6083  -2.5138  -2.6094
H  1.4251  -4.0462  -2.2657
H  2.4000  -1.9977  -0.8168
Cl  5.6192  2.1300  1.5183
C  5.2042  1.0179  0.1861
C  3.8798  0.2903  0.3062
O  3.7513  -0.7075  -0.4031
O  2.9717  0.7545  1.0856
H  5.9952  0.2779  0.1338
H  5.2007  1.5965  -0.7346

Cartesian forces (eV/Å) of the 6 atoms listed first:
Pd -0.10 -0.44 -0.26
C 0.03 0.25 -0.23
Si -0.29 -0.24 0.00
C 0.20 0.10 -0.10
C 0.24 0.16 0.15
O -0.04 -0.15 0.04

Mulliken atomic charge list, values in e, 8 entries: 0.68, -0.83, 0.08, -0.90, -1.06, 0.08, 0.36, 0.31

---

(6)
Molecular formula: C4H4O2
Method: DFT, the ωB97M-V functional and the def2-TZVPD basis

Output
Energy relative to the best compared isomer or geometry (same formula, charge and spin) in kcal/mol: 43.0
Gap between HOMO and LUMO in hartree: 0.3951
2S+1: 1
Max |F| in eV/A: 0.606
HOMO in eV: -10.8
LUMO in eV: -0.015
Structure (SMILES): C#CC(=O)CO

Atoms and positions in Å:
C  -0.1191  -1.4151  2.0191
C  -0.3335  -0.4764  1.2949
C  -0.5364  0.4100  0.1576
O  -1.4431  1.2067  0.0456
C  0.4249  0.1198  -0.9763
O  0.0637  0.7769  -2.1476
H  0.0488  -2.2579  2.6541
H  1.4495  0.3874  -0.6770
H  0.4109  -0.9780  -1.0665
H  -0.7760  1.2285  -1.9632

Cartesian forces (eV/Å) of the 6 atoms listed first:
C -0.11 0.38 -0.24
C 0.07 -0.48 0.36
C -0.27 0.13 -0.13
O 0.44 -0.32 0.11
C 0.07 -0.15 0.19
O -0.14 0.06 -0.05

Mulliken atomic charge list, values in e, 8 entries: 0.07, -0.27, 0.40, -0.56, -0.44, -0.51, 0.40, 0.28